Record 1
82
Properties=species:S:1:pos:R:3:lowdin_spin:R:1 method="wB97M-V/def2-TZVPD" gap_ev="7.23 / 9.09" e_homo_ev="-9.09 / -10.96" de_lowest_kcal_mol=0.0 e_lumo_ev="-1.856 / -1.872" multiplicity=3 total_charge=+1
Ti -0.020 0.760 -0.169 1.739
C 1.640 1.650 4.006 0.000
C 1.501 1.619 2.485 0.003
C 2.840 1.030 1.851 0.002
C 3.095 -0.218 0.954 0.004
C 4.572 -0.230 0.587 0.001
C 2.698 -1.536 1.601 0.001
N 2.256 -0.060 -0.339 0.030
C 2.768 0.073 -1.747 0.004
C 1.582 0.116 -2.745 0.007
N 0.397 0.935 -2.357 0.015
C 0.670 2.371 -2.567 0.005
C 1.572 2.909 -1.453 0.005
O 2.474 3.677 -1.679 0.009
O 1.242 2.434 -0.274 0.014
C -0.878 0.443 -2.996 0.007
C -1.259 1.185 -4.273 0.001
C -2.043 0.215 -1.988 0.008
C -2.796 1.274 -1.118 0.006
C -3.392 2.403 -1.953 0.001
C -3.918 0.507 -0.421 0.001
N -1.861 1.882 -0.102 0.020
C -2.156 1.909 1.352 0.010
C -0.866 2.212 2.128 0.011
N 0.149 1.124 2.048 0.011
C -0.315 -0.058 2.802 0.002
C -1.062 -1.057 1.917 0.007
O -1.848 -1.844 2.418 0.006
O -0.729 -1.001 0.673 0.032
H 2.508 2.250 4.281 0.000
H 1.780 0.656 4.433 0.000
H 0.768 2.105 4.477 0.000
H 1.513 2.649 2.137 0.000
H 3.509 0.862 2.697 0.000
H 3.273 1.869 1.302 0.000
H 5.163 -0.356 1.493 0.000
H 4.883 0.702 0.113 0.000
H 4.802 -1.065 -0.075 0.000
H 3.140 -1.589 2.597 0.000
H 3.065 -2.374 1.008 0.000
H 1.616 -1.636 1.686 0.000
H 1.917 0.923 -0.188 0.007
H 1.554 -0.845 -0.357 0.007
H 3.387 -0.787 -1.996 0.001
H 3.375 0.976 -1.788 0.001
H 1.232 -0.902 -2.879 0.001
H 1.995 0.468 -3.697 0.000
H -0.268 2.926 -2.510 0.001
H 1.124 2.569 -3.540 0.001
H -0.648 -0.580 -3.299 0.001
H -1.554 2.219 -4.112 0.000
H -2.099 0.673 -4.743 0.000
H -0.431 1.176 -4.983 0.000
H -1.723 -0.585 -1.304 0.002
H -2.822 -0.261 -2.592 0.001
H -3.997 2.006 -2.769 0.000
H -2.618 3.037 -2.389 0.000
H -4.033 3.032 -1.333 0.000
H -4.600 0.106 -1.171 0.000
H -4.496 1.160 0.233 0.000
H -3.531 -0.331 0.164 0.000
H -1.673 2.840 -0.387 0.004
H -2.574 0.953 1.659 0.000
H -2.890 2.678 1.610 0.002
H -1.126 2.428 3.170 0.002
H -0.409 3.111 1.707 0.001
H -0.934 0.218 3.658 0.000
H 0.547 -0.595 3.199 0.000
C -0.581 -4.728 1.892 0.000
N 0.198 -4.049 0.858 0.002
C -0.159 -3.611 -0.350 0.001
S 1.051 -2.942 -1.374 0.006
N -1.402 -3.692 -0.819 0.000
C -2.650 -4.031 -0.141 0.000
H 0.113 -5.002 2.682 0.000
H -1.030 -5.644 1.515 0.000
H -1.342 -4.073 2.309 0.000
H 1.185 -3.954 1.022 0.000
H -1.470 -3.367 -1.767 0.000
H -2.775 -3.429 0.756 0.000
H -2.717 -5.093 0.087 0.000
H -3.459 -3.789 -0.827 0.000

***

Record 2
13
Properties=species:S:1:pos:R:3:nbo_charge:R:1 method="wB97M-V/def2-TZVPD" gap_ev=10.32 smiles="O=C1NC[C@H]2CN12" e_homo_ev=-9.50 de_lowest_kcal_mol=48.0 e_lumo_ev=0.820 multiplicity=1
O -0.214 -0.043 2.620 -0.582
C -0.286 -0.108 1.420 0.769
N -0.912 0.795 0.591 -0.631
C -0.829 0.490 -0.812 -0.226
C 0.140 -0.639 -0.751 -0.086
C 1.450 -0.489 -0.053 -0.291
N 0.321 -1.160 0.602 -0.414
H -1.340 1.626 0.962 0.414
H -0.450 1.325 -1.417 0.202
H -1.772 0.140 -1.243 0.191
H 0.081 -1.433 -1.498 0.212
H 1.999 -0.913 -0.851 0.228
H 1.812 0.411 0.430 0.214